(1)
{"formula": "C38H99N5O18", "method": "ωB97M-V/def2-TZVPD", "elements": ["C", "C", "O", "O", "H", "H", "H", "H", "H", "H", "C", "C", "O", "O", "H", "H", "H", "H", "H", "H", "C", "C", "O", "O", "H", "H", "H", "H", "H", "H", "C", "C", "O", "O", "H", "H", "H", "H", "H", "H", "C", "O", "C", "C", "N", "C", "C", "O", "C", "H", "H", "H", "H", "H", "H", "H", "H", "H", "H", "H", "H", "H", "H", "H", "C", "O", "C", "C", "N", "C", "C", "O", "C", "H", "H", "H", "H", "H", "H", "H", "H", "H", "H", "H", "H", "H", "H", "H", "C", "O", "C", "C", "N", "C", "C", "O", "C", "H", "H", "H", "H", "H", "H", "H", "H", "H", "H", "H", "H", "H", "H", "H", "C", "O", "C", "C", "N", "C", "C", "O", "C", "H", "H", "H", "H", "H", "H", "H", "H", "H", "H", "H", "H", "H", "H", "H", "C", "O", "C", "C", "N", "C", "C", "O", "C", "H", "H", "H", "H", "H", "H", "H", "H", "H", "H", "H", "H", "H", "H", "H"], "positions_angstrom": [[-5.43795, -4.66602, -1.18025], [-6.80902, -5.31831, -1.41584], [-7.36425, -4.74910, -2.59800], [-4.46000, -5.42485, -1.89097], [-5.08650, -4.79676, -0.15592], [-5.48852, -3.62288, -1.49058], [-7.52529, -5.22138, -0.59449], [-6.76154, -6.41131, -1.48414], [-6.67578, -4.70908, -3.26684], [-4.29117, -5.15669, -2.79726], [0.98481, -6.36909, -5.14368], [1.59294, -7.67366, -5.73891], [0.84176, -8.80164, -5.35429], [1.03996, -6.28687, -3.74517], [-0.04092, -6.34235, -5.51348], [1.55457, -5.55113, -5.60596], [2.60907, -7.65432, -5.32112], [1.66327, -7.61639, -6.82788], [1.44232, -9.44577, -4.97331], [1.97478, -6.42190, -3.54258], [2.41509, 0.75951, -3.02611], [1.75841, 1.37540, -1.81620], [1.29001, 2.68758, -2.00027], [3.25512, 1.80362, -3.62868], [1.68418, 0.63199, -3.83263], [3.10728, -0.06496, -2.90689], [2.47571, 1.34268, -0.98622], [0.93020, 0.70765, -1.53006], [1.15061, 3.09113, -1.14256], [2.69262, 2.53644, -3.89294], [2.45984, -2.07543, -7.10163], [3.89046, -1.63933, -7.43941], [4.57106, -1.32505, -6.22612], [1.67612, -0.94496, -6.71079], [2.36774, -2.90155, -6.39434], [1.95679, -2.39868, -8.01880], [3.84737, -0.75730, -8.08324], [4.44204, -2.39672, -7.99411], [4.32868, -0.44922, -5.91621], [2.20169, -0.30004, -6.22982], [1.84632, -2.17442, 3.75386], [2.54153, -1.38787, 2.76869], [3.42932, -0.49199, 3.38901], [4.06885, 0.42928, 2.34962], [3.89062, 1.82169, 2.87515], [4.67284, 2.66285, 1.90450], [6.14985, 2.78485, 2.34564], [6.24789, 3.25052, 3.65679], [7.48021, 3.82413, 4.00165], [2.66523, -2.80195, 4.11900], [1.14122, -2.80941, 3.22714], [1.40773, -1.51212, 4.50021], [4.21770, -1.05724, 3.91721], [2.93105, 0.01303, 4.22553], [3.42551, 0.41318, 1.46572], [5.12100, 0.23260, 2.18728], [2.98431, 2.18069, 2.58241], [4.26186, 3.67371, 1.93179], [4.61788, 2.21123, 0.90940], [6.61625, 3.54523, 1.70368], [6.65204, 1.83210, 2.12941], [8.08122, 3.05876, 4.52024], [7.32532, 4.54970, 4.80029], [8.20459, 4.20071, 3.27530], [4.05957, -2.59444, -3.11365], [3.18984, -3.04378, -2.12282], [1.86029, -2.67505, -2.46922], [0.89304, -2.83303, -1.30477], [1.11539, -1.83024, -0.30367], [0.03028, -1.78154, 0.70579], [-1.28900, -1.23979, 0.20843], [-2.05711, -2.36744, -0.25932], [-2.68400, -3.00775, 0.83997], [3.92767, -1.50241, -3.26180], [3.85444, -2.87533, -4.15580], [5.10942, -2.64645, -2.83047], [1.56220, -3.47747, -3.16448], [1.73732, -1.71082, -2.96753], [0.83693, -3.84467, -0.87063], [-0.07763, -2.81793, -1.81078], [1.97438, -1.79134, 0.22327], [0.45687, -1.05497, 1.41493], [0.13312, -2.65318, 1.36152], [-1.10856, -0.49424, -0.56444], [-1.91653, -0.77637, 0.97605], [-1.88484, -3.21441, 1.55600], [-3.29226, -3.88163, 0.62278], [-3.41360, -2.27795, 1.21852], [-2.84503, 3.94064, -4.53806], [-2.48609, 2.62025, -4.88697], [-1.56391, 2.11547, -3.94277], [-1.24785, 0.63863, -4.21730], [-2.43256, -0.19943, -3.99732], [-2.07290, -1.54039, -3.54991], [-1.34621, -2.35038, -4.65991], [-2.28035, -2.53192, -5.70931], [-1.72643, -2.23014, -6.99297], [-3.41696, 4.45763, -5.30472], [-1.97199, 4.57252, -4.33850], [-3.42927, 3.89081, -3.61320], [-2.00252, 2.18796, -2.94395], [-0.62690, 2.67413, -4.02628], [-0.49560, 0.26699, -3.51746], [-0.84486, 0.43971, -5.21500], [-2.90041, -0.40129, -4.87676], [-2.80432, -2.16013, -3.03033], [-1.33703, -1.43845, -2.73961], [-1.12851, -3.31331, -4.18009], [-0.39058, -1.87266, -4.88497], [-2.47815, -2.53811, -7.72035], [-0.81794, -2.82050, -7.12093], [-1.59049, -1.15175, -7.10293], [-1.94212, 0.04183, 8.35760], [-2.23644, 1.39679, 7.99387], [-1.63363, 1.82881, 6.77552], [-1.94151, 0.95869, 5.58527], [-3.37798, 0.88172, 5.30756], [-3.62657, 0.00009, 4.17395], [-5.10879, -0.23243, 3.89205], [-5.23684, -0.81370, 2.61290], [-6.53501, -1.16046, 2.21043], [-2.02673, -0.07271, 9.43410], [-0.91176, -0.22709, 8.10671], [-2.65166, -0.55327, 7.78144], [-0.56730, 2.01131, 6.94099], [-2.10044, 2.80017, 6.59747], [-1.49494, -0.03472, 5.72226], [-1.49739, 1.50060, 4.74699], [-3.76803, 0.39820, 6.11457], [-3.14987, -0.98178, 4.29806], [-3.24662, 0.42258, 3.24005], [-5.64787, 0.72201, 3.89021], [-5.60839, -0.83684, 4.65865], [-6.64677, -1.33406, 1.14259], [-7.28959, -0.43420, 2.52833], [-6.82034, -2.10554, 2.69018], [0.68422, 10.17479, 5.07392], [-0.25711, 9.12305, 5.26750], [0.25049, 7.82266, 4.95119], [-0.83282, 6.80445, 5.27793], [-0.32454, 5.44901, 5.10933], [-0.19312, 5.00488, 3.72293], [0.62008, 3.70543, 3.64786], [0.54868, 3.10193, 2.35384], [-0.56596, 2.26384, 2.16878], [1.42790, 10.00521, 5.85873], [0.10466, 11.07032, 5.29365], [1.13001, 10.28301, 4.08248], [1.18050, 7.59184, 5.48619], [0.49425, 7.92201, 3.88770], [-1.64993, 6.93021, 4.56714], [-1.18626, 6.99096, 6.29062], [0.56485, 5.30416, 5.57347], [0.12496, 5.72030, 2.95770], [-1.20858, 4.71730, 3.42598], [0.18153, 3.03879, 4.39391], [1.69837, 3.82822, 3.74415], [-0.45705, 1.21255, 2.45465], [-0.88363, 2.22676, 1.12105], [-1.40918, 2.77579, 2.64745]], "homo_lumo_gap_ev": 8.92, "total_energy_ha": -3134.864967, "smiles": "COCCNCCOC.COCCNCCOC.COCCNCCOC.COCCNCCOC.COCCNCCOC.OCCO.OCCO.OCCO.OCCO", "charge": 0, "e_lumo_ev": 0.47, "e_above_lowest_ev": 3.460}

=====

(2)
{"formula": "C2H6N2O2", "method": "ωB97M-V/def2-TZVPD", "elements": ["C", "C", "N", "N", "O", "O", "H", "H", "H", "H", "H", "H"], "positions_angstrom": [[-0.22390, -0.18567, 0.08109], [-0.77264, 1.06899, -0.49340], [2.08528, -0.50253, 0.51806], [1.09240, 0.22264, 0.73087], [-0.25650, -1.26930, -0.77125], [-0.87740, -0.62969, 1.30230], [-0.93894, 1.87919, 0.21373], [-0.07909, 1.27385, -1.27219], [-1.69721, 0.75760, -0.97766], [-0.29517, -0.80262, -1.67513], [2.81991, -0.21258, 1.14606], [-0.85675, -1.59987, 1.19752]], "homo_lumo_gap_ev": 9.87, "total_energy_ha": -339.729678, "smiles": "[H]/N=N/C(C)(O)O", "charge": 0, "e_lumo_ev": 0.76, "e_above_lowest_ev": 2.802}

=====

(3)
{"formula": "C3H7N3O2", "method": "ωB97M-V/def2-TZVPD", "elements": ["C", "C", "C", "N", "N", "N", "O", "O", "H", "H", "H", "H", "H", "H", "H"], "positions_angstrom": [[0.25852, -1.06449, 1.68304], [0.34738, -1.21904, 0.12777], [-0.81687, -0.31794, -0.54242], [1.19275, 2.49770, 1.00512], [0.34282, 2.74972, 0.36567], [-0.42939, 0.36312, -1.52799], [-1.30384, 1.30541, -2.00899], [0.65830, 0.40217, -2.03221], [-0.56849, -1.53652, 2.21845], [0.06819, -0.05438, 2.13638], [1.15151, -1.60314, 1.98268], [1.19827, -0.76789, -0.32175], [0.43475, -2.26384, -0.21788], [-1.78616, -0.24882, -0.14401], [-0.74773, 1.75792, -2.72388]], "homo_lumo_gap_ev": 10.09, "total_energy_ha": -433.149527, "smiles": "CC/C=[N+](\\[O-])O.N#N", "charge": 0, "e_lumo_ev": 1.04, "e_above_lowest_ev": 4.714}

=====

(4)
{"formula": "C3H3N5", "method": "ωB97M-V/def2-TZVPD", "elements": ["C", "C", "C", "H", "H", "H", "N", "N", "N", "N", "N"], "positions_angstrom": [[-0.93655, -0.15946, 0.08993], [-0.33429, 1.12649, -0.48090], [0.98804, -1.30282, -0.22940], [-2.35165, 0.62608, 0.82741], [-0.85374, 1.72569, -1.20680], [1.67829, -2.06115, -0.61063], [-1.94251, -0.24518, 0.86198], [0.87320, 1.39495, -0.17558], [1.52638, 0.72520, 0.69175], [1.61981, -0.58862, 0.74084], [-0.26697, -1.24117, -0.50862]], "homo_lumo_gap_ev": 9.14, "total_energy_ha": -389.750719, "smiles": "[H]/N=c1\\cnnncn1", "charge": 0, "e_lumo_ev": -1.07, "e_above_lowest_ev": 3.210}

=====

(5)
{"formula": "C14H18ClNO4", "method": "ωB97M-V/def2-TZVPD", "elements": ["C", "C", "C", "C", "C", "C", "C", "O", "C", "C", "H", "H", "C", "C", "O", "O", "C", "C", "H", "H", "H", "H", "C", "O", "N", "H", "H", "H", "H", "H", "H", "H", "H", "Cl", "H", "H", "H", "H"], "positions_angstrom": [[0.29062, 1.69600, -4.58125], [1.22480, 1.29043, -3.48479], [2.59613, 1.35792, -3.64341], [3.44073, 0.97353, -2.61308], [2.92613, 0.52057, -1.41475], [1.55269, 0.44972, -1.24108], [0.69667, 0.82903, -2.26705], [-0.66985, 0.77940, -2.21675], [-1.30596, 0.37788, -1.02752], [-1.33068, 1.48627, 0.03091], [-1.88074, 2.34071, -0.36523], [-0.30850, 1.80531, 0.23925], [-1.97739, 1.00263, 1.32522], [-1.13303, -0.05766, 2.00017], [0.05398, -0.18474, 1.86309], [-1.89440, -0.84992, 2.76372], [-1.23861, -1.85713, 3.55104], [-0.41467, -1.25808, 4.68203], [-1.04223, -0.64133, 5.32049], [0.01883, -2.06644, 5.26262], [0.39393, -0.65786, 4.27347], [-2.06940, -2.44698, 3.95760], [-0.38033, -2.80029, 2.68645], [0.62632, -3.31945, 3.09654], [-0.90524, -3.05507, 1.46762], [-0.38537, -3.63910, 0.83424], [-1.74232, -2.60672, 1.14018], [-2.97808, 0.60385, 1.15362], [-2.06590, 1.83498, 2.02752], [-2.32909, 0.13157, -1.33091], [-0.83497, -0.52614, -0.62237], [1.18215, 0.09891, -0.29112], [3.58346, 0.22391, -0.61337], [5.15478, 1.06800, -2.83717], [3.01214, 1.71130, -4.57426], [-0.33590, 0.85299, -4.86785], [0.84062, 2.04475, -5.45040], [-0.37130, 2.48724, -4.23343]], "homo_lumo_gap_ev": 8.78, "total_energy_ha": -1360.230796, "smiles": "Cc1cc(Cl)ccc1OCCCC(=O)O[C@H](C)C(N)=O", "charge": 0, "e_lumo_ev": 0.52, "e_above_lowest_ev": 0.084}

=====

(6)
{"formula": "C4H2NaO2Rb", "method": "ωB97M-V/def2-TZVPD", "elements": ["C", "C", "O", "Na", "H", "C", "C", "O", "Rb", "H"], "positions_angstrom": [[0.99949, -0.14627, 0.79024], [-0.11851, -0.41989, 1.42623], [2.30641, -0.37193, 0.92582], [-1.74237, 2.19678, -2.45190], [-0.42177, -1.13715, 2.16427], [-1.44355, 0.20603, 0.27547], [-0.82318, 0.54777, -0.84426], [0.51490, 0.45717, -0.84410], [3.17608, -1.44222, -2.08526], [-2.44750, 0.10970, 0.64349]], "homo_lumo_gap_ev": 4.28, "total_energy_ha": -490.294637, "charge": 0, "e_lumo_ev": -1.00, "e_above_lowest_ev": 0.000}

=====

- Number 6 is which compound?
  C4H2NaO2Rb